Entry 1:
Formula: C5H7N
Source: OMol25
Level of theory: ωB97M-V/def2-TZVPD

The geometry in XYZ format:
```
13
Properties=species:S:1:pos:R:3:forces:R:3
C -1.670 -0.738 0.174 -0.2 -0.1 0.1
C -0.551 0.236 -0.126 -0.2 0.3 0.1
C 0.023 0.952 1.071 0.6 -0.4 0.0
N 1.327 0.869 0.827 -0.1 0.2 0.3
C 1.713 0.144 -0.334 -0.1 -0.1 -0.2
C 0.604 -0.266 -0.946 0.1 0.1 0.1
H -1.290 -1.596 0.723 0.0 -0.1 0.1
H -2.431 -0.256 0.789 0.0 0.0 -0.1
H -2.122 -1.103 -0.749 -0.1 0.0 0.0
H -0.994 1.137 -0.576 -0.1 0.0 -0.5
H 2.005 1.289 1.439 0.1 0.1 0.1
H 2.756 0.007 -0.585 -0.1 0.0 0.0
H 0.554 -0.845 -1.857 0.0 0.0 0.1
```
Positions in Å, forces in eV/Å.

Values from the calculation:
- highest occupied orbital energy (eV) = -8.433
- LUMO energy (eV) = 1.00
- HOMO-LUMO gap (eV) = 9.434



Entry 2:
Formula: C3H5N3O
Source: OMol25
Level of theory: ωB97M-V/def2-TZVPD

The geometry in XYZ format:
```
12
Properties=species:S:1:pos:R:3:forces:R:3
C 2.020 -0.063 0.004 0.1 0.0 0.0
C 0.549 -0.229 0.085 0.1 -0.2 0.1
N -0.036 -1.311 0.500 0.3 0.2 -0.1
N -1.391 -1.108 0.437 -0.2 0.2 -0.1
C -1.578 0.093 -0.017 0.3 -0.4 0.2
O -2.800 0.597 -0.204 0.1 -0.1 0.0
N -0.396 0.723 -0.265 -0.1 -0.2 0.1
H 2.342 0.165 -1.016 0.0 0.0 0.1
H 2.462 -1.014 0.311 0.0 0.2 -0.1
H 2.374 0.723 0.678 0.0 0.0 -0.1
H -3.335 -0.168 0.082 -0.3 0.5 -0.2
H -0.225 1.652 -0.620 -0.2 -0.2 0.1
```
Positions in Å, forces in eV/Å.

Values from the calculation:
- highest occupied orbital energy (eV) = -8.991
- LUMO energy (eV) = 0.64
- SMILES = Cc1nnc(O)[nH]1
- HOMO-LUMO gap (eV) = 9.630



Entry 3:
Formula: C40H47IrN8P2S3Si
Source: OMol25
Level of theory: ωB97M-V/def2-TZVPD

The geometry in XYZ format:
```
102
Properties=species:S:1:pos:R:3:forces:R:3
Ir 0.977 -0.797 0.171 0.4 0.2 0.1
C 5.619 2.216 -0.395 0.0 0.0 0.0
Si 4.319 3.549 -0.526 0.0 0.0 0.0
C 4.772 4.721 -1.909 0.0 0.0 0.0
C 4.102 4.455 1.089 0.0 0.0 0.0
C 2.623 2.806 -0.986 0.0 0.1 -0.1
C 1.794 3.443 -1.905 0.0 -0.1 0.0
C 0.542 2.930 -2.255 0.1 0.0 0.1
C 0.125 1.760 -1.666 -0.1 -0.1 -0.1
N 0.897 1.135 -0.767 -0.2 -0.4 -0.2
C 2.105 1.631 -0.430 0.0 0.1 0.1
S 2.822 0.586 0.763 0.1 0.0 0.0
H 6.604 2.689 -0.402 0.0 0.0 0.0
H 5.578 1.522 -1.238 0.0 0.0 0.0
H 5.534 1.634 0.522 0.0 0.0 0.0
H 5.780 5.105 -1.740 0.0 0.0 0.0
H 4.108 5.585 -1.970 0.0 0.0 0.0
H 4.773 4.220 -2.880 0.0 0.0 0.0
H 5.025 4.962 1.377 0.0 0.0 0.0
H 3.838 3.764 1.893 0.0 0.0 0.0
H 3.315 5.208 1.017 0.0 0.0 0.0
H 2.125 4.363 -2.372 0.0 0.0 0.0
H -0.100 3.437 -2.961 0.0 0.0 0.0
H -0.842 1.307 -1.862 0.2 0.1 0.0
C 0.310 -0.889 3.532 0.0 0.1 0.0
P -0.382 -0.187 1.998 0.0 0.2 0.1
C -2.074 -0.978 1.897 0.1 0.0 0.3
N -2.324 -1.715 2.948 0.1 0.0 0.0
C -3.445 -2.476 2.984 0.1 0.0 0.0
C -3.714 -3.292 4.106 0.0 0.0 0.0
C -4.812 -4.101 4.088 0.0 0.0 0.0
C -5.679 -4.127 2.967 0.0 0.0 0.0
C -5.442 -3.339 1.879 0.0 0.0 0.0
C -4.313 -2.491 1.876 0.0 0.0 0.0
N -4.067 -1.686 0.815 -0.1 0.0 0.0
C -3.001 -0.926 0.800 -0.2 0.1 0.0
P -2.842 0.227 -0.650 -0.1 -0.2 0.1
C -3.249 -0.923 -2.025 -0.1 0.1 -0.1
C -4.431 1.251 -0.536 0.1 0.0 0.0
C -4.592 1.837 0.872 -0.2 0.1 0.0
C -5.712 0.502 -0.915 0.1 0.0 0.0
C -4.214 2.401 -1.528 -0.1 0.0 0.0
C -0.666 1.602 2.523 0.0 0.0 -0.1
C -1.559 1.620 3.777 0.0 0.0 0.0
C -1.373 2.418 1.445 0.2 -0.1 0.0
C 0.671 2.264 2.859 0.0 0.0 0.1
H -0.031 -1.908 3.674 0.0 -0.1 -0.1
H -0.012 -0.314 4.394 -0.1 0.0 0.0
H 1.397 -0.864 3.474 0.0 0.1 0.0
H -3.031 -3.266 4.944 0.0 0.0 0.0
H -5.025 -4.741 4.935 0.0 0.0 0.0
H -6.537 -4.785 2.981 0.0 0.0 0.0
H -6.089 -3.343 1.012 0.0 0.0 0.0
H -3.938 -1.707 -1.713 0.0 0.0 0.0
H -2.347 -1.374 -2.435 -0.1 0.0 0.0
H -3.714 -0.336 -2.817 0.0 0.0 -0.1
H -4.605 1.066 1.645 0.0 0.0 0.0
H -5.546 2.367 0.927 0.0 0.0 0.0
H -3.812 2.561 1.109 -0.6 0.0 -0.1
H -5.856 -0.391 -0.313 0.0 0.0 0.0
H -5.728 0.217 -1.967 0.0 0.0 0.0
H -6.562 1.169 -0.750 0.0 0.0 0.0
H -3.389 3.044 -1.218 0.0 0.0 0.0
H -5.119 3.012 -1.583 0.0 0.0 0.0
H -4.005 2.040 -2.537 0.0 0.0 0.0
H -2.443 0.989 3.681 0.0 0.0 0.0
H -1.900 2.647 3.921 0.0 0.0 0.0
H -1.026 1.335 4.681 0.0 0.0 0.0
H -2.362 2.023 1.240 0.6 0.0 0.1
H -0.818 2.454 0.511 0.0 0.0 0.0
H -1.493 3.441 1.810 0.0 0.0 0.0
H 1.241 1.701 3.600 0.0 0.0 0.0
H 0.464 3.251 3.278 0.0 0.0 0.0
H 1.295 2.395 1.980 0.0 0.0 0.0
S -0.676 -2.305 -0.582 0.2 0.1 0.1
C -0.536 -3.558 0.550 0.1 0.0 -0.1
C -1.581 -4.538 0.559 0.0 0.0 0.0
N -2.451 -5.288 0.562 0.0 0.0 0.0
C 0.554 -3.681 1.407 0.1 0.1 -0.1
S 1.821 -2.552 1.387 -0.5 -0.3 0.0
C 0.652 -4.791 2.303 0.0 0.0 0.0
N 0.716 -5.667 3.043 0.0 0.0 0.0
N 4.262 0.916 -9.835 0.0 0.0 0.0
C 4.073 0.548 -8.764 0.0 0.0 0.0
C 3.831 0.092 -7.421 0.0 0.0 0.0
C 3.859 -1.270 -7.134 0.0 0.0 0.0
C 3.617 -1.708 -5.844 0.0 0.0 0.0
C 3.364 -0.776 -4.849 0.0 0.0 0.0
C 3.348 0.585 -5.121 0.0 0.0 0.0
C 3.572 1.019 -6.415 0.0 0.0 0.0
N 3.109 -1.218 -3.517 0.0 0.0 0.0
C 3.795 -2.183 -2.814 0.0 0.0 0.0
C 3.220 -2.237 -1.587 0.0 0.0 0.0
N 2.189 -1.324 -1.533 0.0 0.0 0.1
C 2.151 -0.732 -2.709 0.0 0.0 0.0
H 4.057 -1.981 -7.923 0.0 0.0 0.0
H 3.606 -2.765 -5.616 0.0 0.0 0.0
H 3.179 1.297 -4.323 0.0 0.0 0.0
H 3.564 2.075 -6.648 0.0 0.0 0.0
H 4.634 -2.709 -3.234 0.0 0.0 0.0
H 3.481 -2.855 -0.747 0.0 0.0 0.0
H 1.450 0.021 -3.025 0.0 0.0 0.0
```
Positions in Å, forces in eV/Å.

Values from the calculation:
- highest occupied orbital energy (spin up / spin down) (eV) = -10.851 / -10.920
- multiplicity = 2
- LUMO energy (spin up / spin down) (eV) = -3.24 / -5.36
- net charge = +1
- HOMO-LUMO gap (spin up / spin down) (eV) = 7.607 / 5.558



Entry 4:
Formula: C4H9NO
Source: OMol25
Level of theory: ωB97M-V/def2-TZVPD

The geometry in XYZ format:
```
15
Properties=species:S:1:pos:R:3:forces:R:3
C 0.903 -1.790 -0.859 0.3 -0.1 0.3
C 1.087 -0.275 -0.874 -0.2 -0.1 -0.1
C 0.431 0.358 0.338 0.7 0.4 -0.1
O 1.018 0.490 1.398 0.0 -0.3 0.1
N -0.822 0.810 0.157 -0.2 -0.3 -0.5
C -1.561 1.405 1.229 -0.7 0.3 0.2
H -0.135 -2.050 -1.050 -0.1 -0.2 0.0
H 1.198 -2.199 0.112 -0.1 0.1 -0.1
H 1.546 -2.258 -1.602 -0.1 -0.1 -0.1
H 2.138 -0.020 -0.828 0.2 0.0 0.1
H 0.696 0.135 -1.813 0.0 0.0 0.2
H -1.206 0.736 -0.768 -0.2 0.1 0.1
H -2.630 1.420 0.989 0.3 0.0 -0.1
H -1.435 0.815 2.128 0.1 -0.1 0.2
H -1.229 2.422 1.443 0.0 0.0 0.0
```
Positions in Å, forces in eV/Å.

Values from the calculation:
- highest occupied orbital energy (eV) = -9.585
- LUMO energy (eV) = 0.89
- SMILES = CCC(=O)NC
- HOMO-LUMO gap (eV) = 10.476



Entry 5:
Formula: C7H10S2Si
Source: OMol25
Level of theory: ωB97M-V/def2-TZVPD

The geometry in XYZ format:
```
20
Properties=species:S:1:pos:R:3:forces:R:3
S 1.235 4.002 0.415 -0.1 -0.1 -1.7
Si 1.239 1.839 0.329 -2.6 0.9 2.3
S 2.804 1.154 1.516 1.0 -1.8 -0.2
C -0.403 0.930 1.091 -0.1 2.2 -1.0
C -0.633 -0.278 0.275 1.5 -2.5 -0.8
C -1.793 -0.526 -0.410 1.5 0.2 1.3
C -2.027 -1.694 -1.040 0.8 -1.1 -1.5
C -1.003 -2.576 -1.264 0.6 -0.5 0.8
C 0.237 -2.418 -0.629 -2.9 2.2 -0.2
C 0.424 -1.320 0.143 -1.4 3.3 1.5
H 1.243 4.031 -1.005 0.0 0.1 1.8
H 1.421 1.657 -1.022 0.2 -0.8 -2.1
H 2.938 2.258 2.169 0.1 1.3 0.7
H -1.347 1.573 1.342 1.8 -1.1 -0.9
H -0.016 0.598 2.010 0.5 -0.2 1.5
H -2.531 0.177 -0.453 -1.9 2.0 0.3
H -2.961 -1.792 -1.511 -1.1 -0.5 -0.6
H -1.098 -3.453 -1.852 -0.5 -0.6 -0.6
H 0.957 -3.088 -0.825 2.6 -2.3 -0.4
H 1.314 -1.073 0.721 0.1 -0.6 -0.3
```
Positions in Å, forces in eV/Å.

Values from the calculation:
- highest occupied orbital energy (eV) = -8.523
- LUMO energy (eV) = 0.51
- SMILES = S[SiH](S)Cc1ccccc1
- HOMO-LUMO gap (eV) = 9.030



Entry 6:
Formula: C32H38F40NO6
Source: OMol25
Level of theory: ωB97M-V/def2-TZVPD

The geometry in XYZ format:
```
117
Properties=species:S:1:pos:R:3:forces:R:3
C 0.511 -2.321 0.070 0.2 0.0 0.4
N -0.907 -1.866 0.107 -0.1 0.0 -0.3
C -1.378 -1.181 -1.163 0.5 0.3 -0.5
C -1.946 0.208 -0.895 -0.1 -0.3 -0.2
C -3.407 0.214 -0.450 -0.1 0.2 0.3
C -3.746 -0.543 0.859 -0.2 0.0 -0.2
C -4.674 -1.728 0.633 -0.1 0.0 0.5
O -4.114 -2.577 -0.362 0.3 0.0 0.1
C -4.248 -3.965 -0.089 -0.1 -0.1 0.0
H 0.702 -2.894 -0.835 -0.1 0.1 0.1
H 0.698 -2.931 0.955 0.0 0.0 -0.1
H 1.151 -1.440 0.123 0.0 -0.1 -0.2
H -0.999 -1.181 0.857 -0.1 -0.2 0.1
H -1.534 -2.649 0.308 -0.1 0.1 0.2
H -0.492 -1.090 -1.796 -0.1 -0.1 0.1
H -2.090 -1.835 -1.668 0.0 0.0 0.2
H -1.867 0.740 -1.849 0.0 0.0 0.2
H -1.282 0.743 -0.200 -0.1 0.0 0.0
H -4.009 -0.185 -1.271 0.0 0.0 0.1
H -3.722 1.253 -0.319 0.1 -0.1 -0.1
H -4.233 0.146 1.554 0.0 -0.1 0.0
H -2.869 -0.927 1.394 0.0 0.2 -0.1
H -5.679 -1.379 0.362 0.1 -0.1 -0.2
H -4.780 -2.278 1.578 0.0 0.0 -0.1
H -3.901 -4.208 0.923 -0.1 0.0 -0.1
H -5.284 -4.304 -0.198 0.1 0.0 0.0
H -3.631 -4.501 -0.813 -0.1 0.0 0.0
C -0.093 -6.459 1.512 0.3 0.1 -0.4
C -1.202 -5.742 2.291 -0.1 -0.3 0.1
C -0.866 -5.123 3.655 0.0 0.1 -0.1
F -0.425 -6.047 4.516 0.0 0.0 0.0
F -1.992 -4.564 4.151 0.0 0.0 0.0
F -2.295 -6.507 2.378 0.0 0.0 0.0
F -1.548 -4.642 1.508 0.2 0.1 -0.1
O -0.007 -7.856 1.636 -0.5 0.0 0.3
C 0.720 -8.458 2.635 0.2 -0.1 -0.2
C -0.165 -9.268 3.600 0.0 -0.1 0.0
F -1.184 -8.510 4.051 0.0 0.0 0.0
F 0.590 -9.649 4.647 0.0 0.0 0.0
F 1.486 -7.571 3.291 0.0 0.1 0.1
F 1.544 -9.346 2.042 0.0 0.1 0.0
H -0.361 -6.305 0.466 0.0 0.0 0.0
H 0.871 -5.975 1.683 -0.1 0.0 0.1
H -0.108 -4.342 3.540 0.0 0.0 0.0
H -0.561 -10.146 3.088 0.0 0.0 0.0
C -8.607 -4.005 3.281 0.0 -0.5 0.2
C -8.798 -2.567 3.774 0.1 0.0 -0.1
C -10.129 -1.868 3.476 0.0 0.0 0.1
F -10.373 -1.830 2.151 0.0 0.0 0.0
F -10.056 -0.601 3.932 0.0 0.0 0.0
F -7.763 -1.798 3.369 0.0 0.0 0.0
F -8.749 -2.645 5.137 0.0 0.0 0.0
O -7.941 -4.187 2.043 0.1 0.5 -0.1
C -8.597 -4.208 0.846 0.0 -0.2 0.1
C -8.196 -3.030 -0.059 0.1 0.0 -0.1
F -8.319 -1.850 0.580 0.0 0.0 0.0
F -8.987 -3.018 -1.149 0.0 0.0 0.0
F -9.924 -4.298 0.984 -0.1 0.0 0.0
F -8.176 -5.318 0.188 -0.1 0.0 0.0
H -7.927 -4.446 4.009 0.0 0.0 0.0
H -9.542 -4.563 3.324 -0.1 0.1 -0.1
H -10.948 -2.385 3.982 0.0 0.0 0.0
H -7.156 -3.156 -0.370 0.0 0.0 0.0
C 3.163 2.016 -2.380 -0.3 0.3 -0.4
C 2.737 1.067 -1.257 0.3 -0.2 0.1
C 2.722 1.592 0.182 -0.2 0.2 0.1
F 3.925 2.011 0.582 0.1 -0.1 0.1
F 2.328 0.565 0.992 0.0 0.0 0.0
F 3.415 -0.096 -1.324 0.0 0.0 0.0
F 1.411 0.762 -1.494 -0.1 0.0 -0.1
O 4.510 1.970 -2.795 0.2 -0.5 0.4
C 5.479 2.721 -2.177 -0.2 0.2 -0.3
C 6.572 1.858 -1.522 0.0 0.0 -0.1
F 6.018 0.925 -0.720 0.0 0.0 0.0
F 7.356 2.658 -0.775 0.0 0.0 0.0
F 4.953 3.594 -1.305 0.0 0.0 0.1
F 6.093 3.440 -3.143 0.1 0.0 0.1
H 2.603 1.669 -3.249 0.0 0.0 0.0
H 2.839 3.036 -2.168 0.0 0.0 0.1
H 2.000 2.406 0.286 0.0 0.0 0.0
H 7.170 1.367 -2.292 0.0 0.0 0.0
C 5.014 4.426 3.156 0.0 -0.4 -0.3
C 5.814 5.502 3.896 0.1 0.0 0.0
C 5.453 5.809 5.356 0.1 0.0 0.0
F 4.166 6.189 5.481 0.0 0.0 0.0
F 6.240 6.817 5.781 0.0 0.0 0.0
F 5.853 6.632 3.169 0.0 0.0 0.0
F 7.088 5.005 3.970 0.0 0.0 0.0
O 3.936 4.868 2.341 0.1 0.4 0.1
C 2.696 5.086 2.852 -0.1 -0.1 -0.1
C 2.259 6.562 2.780 -0.1 0.0 -0.1
F 3.176 7.372 3.329 0.0 0.0 0.0
F 1.099 6.688 3.460 0.0 0.0 0.0
F 2.547 4.575 4.082 0.0 0.0 0.1
F 1.805 4.424 2.048 0.0 -0.1 0.0
H 5.723 4.009 2.443 0.0 0.0 0.0
H 4.707 3.618 3.820 0.0 0.1 0.1
H 5.632 4.928 5.977 0.0 0.0 0.0
H 2.104 6.842 1.737 0.0 0.0 0.0
C 5.344 4.591 -6.053 0.4 -0.3 0.1
C 3.980 5.148 -5.629 0.0 0.2 -0.1
C 2.721 4.550 -6.272 0.0 -0.1 0.1
F 2.722 4.692 -7.606 0.0 0.0 -0.1
F 1.639 5.191 -5.775 0.0 0.0 0.0
F 3.958 6.487 -5.716 0.0 0.0 0.0
F 3.851 4.814 -4.299 0.0 0.0 0.0
O 6.062 5.271 -7.064 -0.5 0.4 -0.1
C 5.878 5.025 -8.397 0.2 -0.2 0.0
C 5.325 6.243 -9.159 0.1 0.0 0.0
F 4.217 6.722 -8.561 0.0 0.0 0.0
F 5.005 5.853 -10.410 0.0 0.0 0.0
F 5.133 3.927 -8.610 -0.1 0.0 0.0
F 7.100 4.788 -8.927 0.0 -0.1 0.0
H 5.972 4.709 -5.172 0.0 0.0 0.0
H 5.271 3.522 -6.256 -0.1 0.0 -0.1
H 2.644 3.488 -6.021 0.0 0.0 0.0
H 6.084 7.026 -9.200 0.0 0.0 0.0
```
Positions in Å, forces in eV/Å.

Values from the calculation:
- highest occupied orbital energy (eV) = -13.118
- LUMO energy (eV) = -2.67
- net charge = +1
- HOMO-LUMO gap (eV) = 10.450